Version one
{"formula": "C4H14NO2S", "method": "the ωB97M-V functional and the def2-TZVPD basis", "elements": ["C", "C", "S", "C", "N", "C", "H", "H", "H", "H", "H", "H", "H", "H", "H", "H", "H", "H", "O", "H", "H", "O"], "coordinates": [[-0.3982, 0.2871, 0.3984], [-0.8060, 1.5951, 0.9979], [-1.7615, 2.7288, -0.1137], [0.0294, -0.8123, 1.3796], [0.5297, -2.0232, 0.6572], [-0.5411, -2.8825, 0.1050], [-1.1725, -0.1747, -0.2171], [0.4301, 0.4504, -0.3163], [0.0756, 2.0655, 1.4942], [-1.4371, 1.4595, 1.8720], [0.7833, -0.5431, 2.1455], [-0.8633, -1.0675, 1.9701], [1.0830, -1.5948, -0.0762], [-0.2993, -3.8909, 0.4666], [-0.3220, -3.1204, -0.9650], [-1.5779, -2.5879, 0.2432], [0.1742, 0.1345, -2.2073], [1.3860, 1.0178, -2.6504], [0.9582, 0.1734, -2.7641], [1.4501, 2.5739, -0.2049], [0.6651, 3.2044, -1.1628], [1.6141, 3.0071, -1.0520]], "homo_ev": -3.092, "total_charge": -1, "orbital_gap_ev": 6.6}

Version two
{"formula": "C4H14NO2S", "method": "the ωB97M-V functional and the def2-TZVPD basis", "elements": ["C", "N", "C", "C", "S", "C", "H", "H", "H", "H", "H", "H", "H", "H", "H", "H", "H", "H", "O", "H", "H", "O"], "coordinates": [[1.0941, 1.8309, -1.9444], [0.0404, 2.0435, -0.9620], [-0.2952, 0.8773, -0.1044], [-1.5581, 1.1973, 0.6026], [-2.5814, -0.1778, 1.1555], [0.7634, 0.4615, 0.9490], [0.8221, 1.4535, -2.9623], [1.7451, 2.6276, -2.1132], [1.7914, 1.0683, -1.7314], [0.3500, 2.7529, -0.3503], [-0.5567, 0.0245, -0.8384], [-1.6099, 1.8149, 1.5579], [-2.1593, 1.7870, -0.0719], [0.9760, 1.5142, 1.5138], [1.6619, 0.0330, 0.7070], [0.2732, -0.2299, 1.7473], [-1.4156, -2.3442, 1.1321], [-2.0755, -3.1065, 0.0214], [-1.2629, -3.1791, 0.4852], [1.8586, -3.6849, -0.2287], [0.6159, -3.3976, 0.8258], [1.5224, -3.3666, 0.6092]], "homo_ev": -2.720, "total_charge": -1, "orbital_gap_ev": 6.3}

It is version one that is most stable; the runner-up trails by 21.5 kcal/mol.

Version one
{"formula": "CH3BrFO2P", "method": "the ωB97M-V functional and the def2-TZVPD basis", "elements": ["C", "O", "O", "F", "P", "Br", "H", "H", "H"], "coordinates": [[-0.9525, 0.2882, 0.1754], [1.3151, -1.8152, 0.7358], [-0.1060, 0.8223, 0.8377], [1.2000, 2.8122, -1.2540], [1.4255, -0.6643, 1.5922], [2.7350, 0.5727, 0.2978], [-1.9422, 0.7038, -0.1013], [-0.6565, -0.4500, -0.6184], [1.7418, 2.1177, -0.9246]], "homo_ev": -10.310, "orbital_gap_ev": 9.4}

Version two
{"formula": "CH3BrFO2P", "method": "the ωB97M-V functional and the def2-TZVPD basis", "elements": ["C", "O", "O", "F", "P", "Br", "H", "H", "H"], "coordinates": [[-0.8095, 0.8072, -0.0082], [1.1235, -1.7211, 0.6433], [0.0175, 0.7787, 0.8876], [0.4431, 2.7028, -1.4128], [1.3693, -0.6171, 1.5267], [2.9411, 0.4610, 0.4144], [-1.8447, 0.9870, 0.1648], [-0.4015, 0.6560, -0.9923], [0.4137, 3.2326, -2.2068]], "homo_ev": -9.189, "orbital_gap_ev": 8.5}

It is version one that is most stable; the runner-up trails by 2.7 kcal/mol.

Version one
{"formula": "C21H25NO4", "method": "the ωB97M-V functional and the def2-TZVPD basis", "elements": ["C", "O", "C", "C", "C", "C", "C", "O", "N", "C", "C", "C", "C", "C", "C", "C", "C", "C", "C", "C", "C", "O", "C", "C", "O", "C", "H", "H", "H", "H", "H", "H", "H", "H", "H", "H", "H", "H", "H", "H", "H", "H", "H", "H", "H", "H", "H", "H", "H", "H", "H"], "coordinates": [[-1.4980, -3.0466, -2.0844], [-2.2516, -2.4627, -1.0519], [-2.2314, -1.0977, -0.9087], [-1.4115, -0.2673, -1.6692], [-1.3908, 1.1030, -1.4640], [-0.4271, 1.9802, -2.2082], [0.7302, 2.3690, -1.2807], [1.1300, 3.5052, -1.1537], [1.2581, 1.3086, -0.6386], [2.2326, 1.4188, 0.4341], [1.5388, 1.3565, 1.7978], [1.0712, -0.0638, 2.0907], [2.2828, -0.9831, 2.2006], [3.2421, -0.8224, 1.0531], [4.1761, -1.8226, 0.8016], [5.0954, -1.7032, -0.2224], [5.0950, -0.5690, -1.0183], [4.1741, 0.4313, -0.7768], [3.2493, 0.3192, 0.2561], [-2.1977, 1.6598, -0.4812], [-3.0335, 0.8557, 0.2768], [-3.8680, 1.3078, 1.2505], [-3.8864, 2.6860, 1.5273], [-3.0633, -0.5381, 0.0692], [-3.8973, -1.2279, 0.9042], [-4.5397, -2.3921, 0.4342], [-0.4229, -2.8967, -1.9378], [-1.7177, -4.1123, -2.0365], [-1.7900, -2.6626, -3.0671], [-0.7764, -0.6904, -2.4319], [-0.0156, 1.4629, -3.0767], [-0.9044, 2.9012, -2.5437], [0.8119, 0.4110, -0.7512], [2.7040, 2.3996, 0.3038], [0.6952, 2.0489, 1.7959], [2.2418, 1.6761, 2.5694], [0.5037, -0.0885, 3.0225], [0.4053, -0.4083, 1.2957], [1.9631, -2.0257, 2.2664], [2.8218, -0.7526, 3.1261], [4.1757, -2.7077, 1.4226], [5.8110, -2.4922, -0.4008], [5.8101, -0.4665, -1.8208], [4.1625, 1.3202, -1.3911], [-2.1617, 2.7254, -0.3254], [-4.6088, 2.8126, 2.3321], [-2.9073, 3.0450, 1.8613], [-4.2084, 3.2691, 0.6581], [-4.9454, -2.2486, -0.5709], [-3.8688, -3.2542, 0.4300], [-5.3581, -2.5704, 1.1318]], "homo_ev": -8.064, "smiles": "COc1cc(CC(=O)N[C@H]2CCCc3ccccc32)cc(OC)c1OC", "orbital_gap_ev": 8.7}

Version two
{"formula": "C21H25NO4", "method": "the ωB97M-V functional and the def2-TZVPD basis", "elements": ["C", "C", "C", "O", "C", "O", "C", "C", "O", "C", "C", "C", "C", "C", "O", "N", "C", "C", "C", "C", "C", "C", "C", "C", "C", "C", "H", "H", "H", "H", "H", "H", "H", "H", "H", "H", "H", "H", "H", "H", "H", "H", "H", "H", "H", "H", "H", "H", "H", "H", "H"], "coordinates": [[-3.2225, -2.5653, -0.3829], [-4.3334, -1.6495, 0.1100], [-5.6550, -1.8903, -0.6093], [-3.8987, -0.3000, -0.1353], [-4.2225, 0.6318, 0.7439], [-4.9012, 0.4663, 1.7246], [-3.6409, 1.9956, 0.3523], [-4.7237, 2.7889, -0.3785], [-2.5385, 1.8884, -0.5204], [-1.4487, 1.1767, -0.1300], [-1.2619, 0.6167, 1.1308], [-0.1057, -0.0889, 1.4027], [0.8779, -0.2683, 0.4364], [2.1021, -1.0262, 0.8174], [2.5128, -1.0622, 1.9617], [2.6916, -1.7194, -0.1909], [4.0054, -2.2966, -0.0422], [5.0724, -1.4515, -0.7607], [4.9340, -0.0138, -0.3435], [4.3183, 0.9087, -1.1781], [4.1025, 2.2094, -0.7581], [4.5029, 2.6022, 0.5063], [5.1287, 1.6926, 1.3420], [5.3414, 0.3936, 0.9202], [0.6967, 0.3168, -0.8149], [-0.4482, 1.0304, -1.0929], [-3.4853, -3.6009, -0.1888], [-2.2900, -2.3327, 0.1261], [-3.0771, -2.4267, -1.4511], [-4.4767, -1.7619, 1.1923], [-5.5336, -1.7240, -1.6772], [-5.9836, -2.9120, -0.4430], [-6.4152, -1.2117, -0.2294], [-3.3611, 2.5199, 1.2787], [-4.9926, 2.2754, -1.2981], [-5.5999, 2.8836, 0.2564], [-4.3460, 3.7769, -0.6267], [-2.0065, 0.7232, 1.9050], [0.0520, -0.5189, 2.3803], [2.3375, -1.6143, -1.1277], [4.2044, -2.3185, 1.0314], [4.0056, -3.3197, -0.4315], [4.9426, -1.5418, -1.8419], [6.0586, -1.8380, -0.4989], [4.0084, 0.6084, -2.1708], [3.6154, 2.9140, -1.4167], [4.3278, 3.6144, 0.8397], [5.4439, 1.9945, 2.3296], [5.8189, -0.3153, 1.5804], [1.4637, 0.2484, -1.5723], [-0.5974, 1.4919, -2.0563]], "homo_ev": -8.678, "smiles": "CC(C)OC(=O)[C@H](C)Oc1ccc(C(=O)NCCc2ccccc2)cc1", "orbital_gap_ev": 9.4}

It is version two that is most stable; the runner-up trails by 32.2 kcal/mol.

Version one
{"formula": "C4H14N", "method": "the ωB97M-V functional and the def2-TZVPD basis", "elements": ["N", "H", "H", "H", "H", "C", "C", "C", "C", "H", "H", "H", "H", "H", "H", "H", "H", "H", "H"], "coordinates": [[1.0210, 1.8332, -0.7301], [1.4818, 0.9750, -0.4036], [0.3345, 1.5367, -1.4329], [0.4391, 2.2079, 0.0275], [1.6819, 2.5159, -1.0984], [-1.8721, 0.4241, 0.7954], [-1.0833, -0.5782, -0.0407], [0.2046, -1.0445, 0.6557], [1.3135, -1.4746, -0.3292], [-2.2399, -0.0160, 1.7197], [-2.7302, 0.8449, 0.2715], [-1.2587, 1.2840, 1.1005], [-0.8398, -0.1150, -1.0091], [-1.7030, -1.4278, -0.3134], [-0.0034, -1.8963, 1.2980], [0.5565, -0.2482, 1.3175], [1.0829, -2.4641, -0.7251], [2.2984, -1.5056, 0.1266], [1.3160, -0.8514, -1.2300]], "homo_ev": -15.407, "total_charge": 1, "orbital_gap_ev": 11.4}

Version two
{"formula": "C4H14N", "method": "the ωB97M-V functional and the def2-TZVPD basis", "elements": ["C", "C", "N", "H", "H", "H", "H", "H", "H", "H", "H", "C", "C", "H", "H", "H", "H", "H", "H"], "coordinates": [[-0.7313, -0.1569, 1.7647], [-0.3494, -1.5514, 1.4428], [-1.5416, 0.5002, 0.6578], [-1.3658, -0.0066, 2.6570], [0.0927, 0.5273, 2.0118], [0.6821, -1.8616, 1.6466], [-0.3356, -1.8803, 0.3905], [-2.1159, -0.1244, 0.0835], [-2.1540, 1.2234, 1.0306], [-0.9281, 0.9035, -0.0770], [-0.9574, -2.2969, 1.9715], [2.0009, 0.4785, -2.2277], [0.7004, 0.6727, -1.4702], [1.9660, 0.5171, -3.3166], [2.6341, 1.3014, -1.8807], [2.5309, -0.4802, -2.1595], [0.3946, 1.6854, -1.2209], [-0.1517, 0.2026, -1.9919], [0.6918, -0.0326, -0.6249]], "homo_ev": -15.137, "total_charge": 1, "orbital_gap_ev": 11.6}

Version three
{"formula": "C4H14N", "method": "the ωB97M-V functional and the def2-TZVPD basis", "elements": ["C", "C", "H", "H", "H", "H", "H", "H", "C", "N", "C", "H", "H", "H", "H", "H", "H", "H", "H"], "coordinates": [[-0.1850, 1.7099, -1.9923], [1.0889, 1.8080, -1.1880], [0.0904, 1.1050, -2.9633], [-0.6803, 2.7186, -2.2256], [-0.9393, 1.1246, -1.3466], [1.3244, 0.8201, -0.7805], [1.8745, 2.1488, -1.7546], [1.0221, 2.4707, -0.2841], [-0.9158, -2.1375, 0.3900], [0.2173, -1.2719, 0.8243], [-0.0775, -0.5125, 2.1019], [-0.6997, -2.6476, -0.4778], [-0.9922, -2.7650, 1.2760], [-1.8652, -1.6600, 0.1298], [0.2386, -0.5158, 0.1286], [1.1508, -1.7977, 0.9703], [-0.9458, 0.2279, 1.8303], [0.7756, 0.1172, 2.3056], [-0.4818, -0.9428, 3.0560]], "homo_ev": -15.180, "total_charge": 1, "orbital_gap_ev": 11.6}

It is version one that is most stable; the runner-up trails by 13.6 kcal/mol.